No. 1
The following is a quantum chemistry calculation of the ion C6H11IN with charge +1, from OMol25.

Structure (XYZ):
```
19
C6H11IN, DFT ωB97M-V/def2-TZVPD
C 2.0101 -0.3029 -0.2369
C 0.5152 -0.0889 0.0311
N 0.0890 -1.3305 0.7461
C 0.1217 0.9995 0.9722
C -1.0191 1.5255 0.5347
C -1.7285 0.8986 -0.6198
I -3.3677 -0.2840 -0.0699
C -0.2528 -0.1081 -1.2290
H 2.3889 0.5164 -0.7363
H 1.9725 -1.2318 -0.7559
H 2.3996 -0.3844 0.8027
H -0.9562 -1.4433 0.6517
H 0.5952 -1.4890 1.6283
H 0.5537 -2.0844 0.2030
H 0.8411 1.4716 1.8113
H -1.4809 2.4200 1.1239
H -2.0847 1.6227 -1.3738
H -0.7291 -1.1419 -1.5083
H 0.1319 0.4349 -1.9751
```

Results
Spin multiplicity ... 1
Energy relative to the best compared isomer or geometry (same formula, charge and spin) ... 152.3 kJ/mol
SMILES ... C[C@@]1([NH3+])C=C[C@H](I)C1
HOMO ... -13.21 eV
E_LUMO ... -3.442 eV
Kohn-Sham gap ... 9.77 eV
Charge ... +1

Löwdin atomic charge list, values in e, 6 entries: C 0.03; C -0.60; N 0.20; C -0.05; C -0.20; C -0.66

=====

No. 2
The following is a quantum chemistry calculation of the ion C6H11IN with charge +1, from OMol25.

Structure (XYZ):
```
19
C6H11IN, DFT ωB97M-V/def2-TZVPD
C 0.9019 -0.9373 -1.3084
C 0.1993 -0.4398 -0.0715
C -0.1522 -1.6641 0.8036
N 0.9085 0.6754 0.7590
C -0.3320 1.5215 0.7437
C -0.6896 1.8471 -0.6803
C -1.0022 0.4853 -0.2074
I -3.0335 -0.1588 -0.0621
H 1.8224 -1.1234 -1.0238
H 0.8481 -0.3271 -2.0860
H 0.3098 -1.8086 -1.5074
H 0.6380 -2.4171 0.6197
H -1.0756 -2.2254 0.4701
H -0.1679 -1.4284 1.8152
H 1.7069 1.0616 0.2964
H 1.1596 0.4604 1.7610
H -0.6390 1.9186 1.6907
H -1.6127 2.5622 -0.7236
H 0.2104 1.9981 -1.2890
```

Results
Spin multiplicity ... 1
Energy relative to the best compared isomer or geometry (same formula, charge and spin) ... 175.7 kJ/mol
SMILES ... CC1(C)[NH2+][C@H]2C[C@]21I
HOMO ... -13.13 eV
E_LUMO ... -3.352 eV
Kohn-Sham gap ... 9.78 eV
Charge ... +1

Löwdin atomic charge list, values in e, 6 entries: C 0.04; C -0.45; C -0.04; N 0.17; C -0.16; C -0.08

=====

No. 3
The following is a quantum chemistry calculation of a structure of composition C6H11InNO7, from OMol25.

Structure (XYZ):
```
26
C6H11InNO7, DFT ωB97M-V/def2-TZVPD
In -0.2999 1.8364 -0.3229
C 1.3060 1.4743 3.4636
C 0.2338 1.5576 2.4114
O 0.1772 0.6473 1.3357
H 0.9973 1.7586 4.4695
H 2.2357 2.0059 3.2609
H 1.5515 0.4128 3.4981
H 0.2800 2.4928 1.8534
H -0.7503 1.6351 2.8737
N 0.5199 4.5019 0.8228
O 1.3375 4.8609 -0.0637
O 0.7957 4.9021 1.9508
O -0.4054 3.7350 0.6847
C -1.3058 -3.7237 -1.3474
C -0.0953 -2.8679 -1.8828
C -0.2898 -2.2622 -3.1978
O -0.5471 -0.9608 -2.9426
C -0.4508 -0.6980 -1.6743
O -0.5086 0.3988 -1.1694
O -0.1636 -1.8322 -0.9389
H -1.3139 -3.8085 -0.2608
H -1.4544 -4.5848 -1.9991
H -2.1668 -3.0837 -1.5400
H 0.8790 -3.3540 -1.8321
H -1.1922 -2.6213 -3.6925
H 0.6301 -2.4226 -3.7600
```

Results
Spin multiplicity ... 1
HOMO ... -12.88 eV
E_LUMO ... -6.515 eV
Kohn-Sham gap ... 6.37 eV
Charge ... +1

Löwdin atomic charge list, values in e, 6 entries: In 1.42; C -0.05; C -0.41; O -0.25; H 0.09; H 0.08

=====

No. 4
The following is a quantum chemistry calculation of a structure of composition C6H11IrN5O4SbSe4, from OMol25.

Structure (XYZ):
```
32
C6H11IrN5O4SbSe4, DFT ωB97M-V/def2-TZVPD
Ir -1.5771 0.4142 0.6680
O -0.4050 1.0862 4.4504
C -0.9492 0.9772 3.3743
O -0.6019 0.1192 2.4551
C -2.1530 1.9151 2.9891
O -2.5268 2.7707 3.7596
O -2.6694 1.7116 1.8068
Se -6.1142 -1.5542 -2.1111
Sb -3.8962 -1.2604 -1.3246
Se -2.7526 0.9368 -1.4780
Se -3.1142 -1.4530 1.0919
Se -2.3094 -3.1378 -1.5957
C 1.4763 -2.8014 -1.0680
N 1.9183 -1.4153 -0.9794
C 2.6625 -0.9906 -2.1625
C 0.9864 -0.5154 -0.4778
N -0.2533 -0.7517 -0.3302
N 1.5849 0.6853 -0.0851
C 0.9819 1.8737 0.2623
N 1.8906 2.8938 0.4534
N -0.2780 1.9854 0.4225
H 2.3555 -3.4266 -1.2215
H 0.7728 -2.9657 -1.8913
H 0.9928 -3.0944 -0.1380
H 3.5573 -1.6051 -2.2577
H 2.9641 0.0502 -2.0758
H 2.0602 -1.1032 -3.0717
H -0.6131 -1.6087 -0.7699
H 2.5469 0.5911 0.1979
H 2.6048 2.9882 -0.2511
H 1.4946 3.7687 0.7563
H -0.6365 2.9163 0.6016
```

Results
Spin multiplicity ... 2
Energy relative to the best compared isomer or geometry (same formula, charge and spin) ... 0.0 kJ/mol
HOMO (alpha / beta) ... -4.97 / -4.95 eV
E_LUMO (alpha / beta) ... 1.731 / 0.949 eV
Kohn-Sham gap (alpha / beta) ... 6.70 / 5.89 eV
Charge ... -1

Löwdin atomic charge list, values in e, 6 entries: Ir 0.76; O 0.06; C -0.58; O -0.23; C -0.58; O 0.06

=====

no.,strongest force on any atom (eV/Å)
1,7.5
2,5.1
3,14.4
4,0.1